Here is a single C3H8N2O molecule from the OMol25 dataset. Energies are from the ωB97M-V functional and the def2-TZVPD basis.

Element x y z (Å)
C  1.073  0.106  -0.230
C  0.125  -0.870  -0.938
C  -1.155  -1.162  -0.220
H  1.856  2.061  1.342
H  0.207  2.100  2.069
H  2.163  0.263  -0.576
H  -0.006  -0.583  -1.922
H  0.780  -1.745  -1.081
H  -1.717  -1.918  -0.693
H  -0.812  -1.460  0.862
H  -1.502  0.494  0.074
N  0.776  1.936  1.160
N  0.267  0.939  0.422
O  -2.056  -0.160  -0.269

* SMILES: N/N=C/CCO
* orbital gap: 9.652 eV
* ΔE to the lowest compared entry with this formula, charge and spin: 87.9 kcal/mol
* net charge: 0
* HOMO: -8.8355 eV

Here is a 4-piece molecular cluster, C10H18Cl6INO overall from the OMol25 dataset. Energies are from the ωB97M-V functional and the def2-TZVPD basis.

Element x y z (Å)
O  0.701  -4.626  -0.715
C  -0.182  -3.873  -1.037
C  -1.674  -4.146  -0.880
C  -2.364  -2.791  -1.108
I  -3.643  -2.850  -2.854
C  -1.201  -1.798  -1.371
N  0.016  -2.584  -1.534
H  -1.997  -4.951  -1.526
H  -1.762  -4.437  0.167
H  -2.984  -2.515  -0.269
H  -1.415  -1.283  -2.296
H  -1.181  -1.161  -0.491
H  0.848  -2.199  -1.103
Cl  -2.322  1.542  -2.649
C  -0.848  2.530  -2.472
C  0.298  2.000  -3.294
Cl  0.888  0.434  -2.682
H  -0.594  2.558  -1.415
H  -1.097  3.538  -2.799
H  1.133  2.697  -3.251
H  0.012  1.860  -4.333
Cl  1.832  0.424  1.115
C  1.963  -0.787  2.419
C  1.265  -2.076  2.075
Cl  -0.503  -1.853  1.987
H  1.548  -0.337  3.317
H  3.024  -0.977  2.578
H  1.458  -2.819  2.846
H  1.598  -2.478  1.121
Cl  0.858  2.523  3.919
C  1.517  3.752  2.813
C  0.449  4.682  2.299
Cl  -0.695  3.853  1.210
H  2.013  3.228  2.000
H  2.259  4.321  3.372
H  0.908  5.486  1.728
H  -0.127  5.113  3.114

* SMILES: O=C1C[C@H](I)CN1.ClCCCl.ClCCCl.ClCCCl
* orbital gap: 9.765 eV
* net charge: 0
* HOMO: -9.2587 eV

Here is a 8-piece molecular cluster, C18H24BrCl21O5 overall from the OMol25 dataset. Energies are from the ωB97M-V functional and the def2-TZVPD basis.

Element x y z (Å)
C  -1.222  2.592  -1.296
C  -0.504  2.003  -0.064
C  -1.294  0.739  0.331
C  0.993  1.798  -0.260
C  1.740  3.090  -0.609
C  1.400  0.656  -1.215
O  1.525  1.032  -2.577
C  0.770  0.432  -3.575
C  0.081  1.596  -4.364
C  -1.375  1.508  -4.653
O  -2.162  0.769  -4.286
Br  -2.027  2.975  -5.836
C  -0.010  -0.872  -3.346
O  0.956  -1.865  -3.789
C  1.379  -1.242  -4.949
O  1.298  -1.650  -6.005
O  1.803  -0.030  -4.518
H  -1.455  1.749  -1.945
H  -0.616  3.350  -1.781
H  -2.184  2.985  -0.989
H  -0.632  2.748  0.722
H  -2.335  1.030  0.405
H  -1.253  0.054  -0.514
H  -0.925  0.312  1.259
H  1.393  1.478  0.705
H  1.227  3.944  -0.180
H  1.843  3.237  -1.677
H  2.740  3.032  -0.187
H  2.392  0.381  -0.865
H  0.775  -0.197  -0.965
H  0.252  2.499  -3.791
H  0.615  1.761  -5.290
H  -0.331  -1.166  -2.356
H  -0.841  -1.054  -4.014
C  -3.140  2.476  3.383
Cl  -4.050  0.978  3.177
Cl  -1.479  2.135  3.876
Cl  -3.141  3.420  1.892
H  -3.619  3.059  4.159
C  -6.987  -1.740  4.223
Cl  -6.534  -0.611  5.502
Cl  -5.934  -1.551  2.817
Cl  -6.948  -3.399  4.816
H  -8.001  -1.514  3.917
C  5.481  -1.168  -0.038
Cl  4.889  -1.989  -1.484
Cl  7.043  -0.408  -0.345
Cl  4.304  0.026  0.519
H  5.609  -1.906  0.743
C  -9.264  -3.543  8.154
Cl  -8.861  -5.034  7.300
Cl  -7.913  -3.011  9.155
Cl  -9.739  -2.273  7.021
H  -10.107  -3.744  8.802
C  -0.275  -5.191  -4.243
Cl  -0.626  -4.679  -2.592
Cl  -0.139  -6.948  -4.338
Cl  -1.511  -4.597  -5.353
H  0.674  -4.759  -4.534
C  2.279  1.415  5.083
Cl  1.645  0.593  3.653
Cl  3.817  2.197  4.716
Cl  1.115  2.588  5.708
H  2.453  0.671  5.849
C  11.028  -0.321  -1.730
Cl  10.439  -1.143  -3.175
Cl  12.599  0.424  -2.029
Cl  9.860  0.884  -1.178
H  11.147  -1.058  -0.946

* SMILES: CC(C)[C@H](C)CO[C@]1(CC(=O)Br)COC(=O)O1.ClC(Cl)Cl.ClC(Cl)Cl.ClC(Cl)Cl.ClC(Cl)Cl.ClC(Cl)Cl.ClC(Cl)Cl.ClC(Cl)Cl
* orbital gap: 10.448 eV
* ΔE to the lowest compared entry with this formula, charge and spin: 0.0 kcal/mol
* net charge: 0
* HOMO: -10.2104 eV

Here is a 2-piece molecular cluster, C9H15N2O overall from the OMol25 dataset. Energies are from the ωB97M-V functional and the def2-TZVPD basis.

Element x y z (Å)
C  0.068  -1.987  -2.265
C  0.109  -1.626  -0.770
C  -0.600  -0.954  -2.792
C  -0.475  -0.458  -0.451
C  1.420  0.817  1.315
C  1.530  0.756  3.533
C  -0.787  0.426  2.397
C  -2.460  0.073  -1.844
C  -0.391  1.409  -2.178
N  0.702  0.771  2.318
N  -0.985  0.048  -1.823
O  2.327  1.064  0.648
H  0.515  -2.859  -2.764
H  0.751  -2.203  -0.115
H  -0.536  -0.753  -3.832
H  1.921  -0.208  3.712
H  2.374  1.348  3.497
H  0.922  1.042  4.463
H  -0.883  -0.221  1.402
H  -1.029  -0.015  3.377
H  -1.258  1.409  2.381
H  -2.849  0.397  -2.813
H  -2.859  -1.019  -1.883
H  -2.636  0.658  -0.919
H  0.680  1.336  -1.900
H  -0.358  1.502  -3.175
H  -0.784  2.249  -1.502

* orbital gap (alpha / beta): 8.276 / 8.276 eV
* ΔE to the lowest compared entry with this formula, charge and spin: 149.6 kcal/mol
* net charge: +1
* HOMO (alpha / beta): -12.0757 / -12.0754 eV

no.,calculated total energy (hartree)
1,-303.752084
2,-3580.706864
3,-13314.441004
4,-536.226830